Density functional theory data (ωB97M-V/def2-TZVPD) for 11 unconnected molecules or ions with the total composition H24NO10.

Geometry as XYZ:
```
35
Properties=species:S:1:pos:R:3:mulliken_charge:R:1
H 1.76 -2.00 1.42 0.283
O 1.12 3.00 -1.01 -0.605
H 0.82 -3.53 0.77 0.353
O -0.79 2.52 0.79 -0.589
H -2.88 0.35 -0.33 0.343
H -2.16 2.30 -1.51 0.287
O 1.81 0.93 1.22 -0.595
H 0.68 0.45 -1.23 0.252
H -1.85 0.02 2.76 0.252
H 2.34 0.63 0.47 0.246
H 1.64 -0.66 2.07 0.407
H 0.09 2.52 0.42 0.310
H -1.93 -4.08 -1.18 0.293
H -0.60 0.15 -0.21 0.131
O -1.67 -3.11 -1.17 -0.620
O 1.04 -3.17 -0.08 -0.653
H -0.63 2.50 1.74 0.323
O 3.29 0.49 -1.41 -0.627
H 3.66 1.34 -1.23 0.303
H 0.53 -0.95 -0.44 0.185
H -3.30 -0.56 0.84 0.287
O 1.64 -1.59 2.29 -0.650
O -2.96 -0.59 -0.04 -0.572
N 0.01 -0.23 -0.89 0.044
H 2.28 1.70 1.52 0.307
O -2.40 1.39 -1.70 -0.628
H 0.26 -3.36 -0.59 0.289
H 0.81 3.93 -1.17 0.291
H -2.46 -2.62 -1.14 0.287
H -1.19 -1.21 2.26 0.261
O -1.14 -0.28 2.25 -0.486
H 2.06 2.94 -0.81 0.253
H -3.25 1.40 -2.13 0.295
H 3.93 -0.04 -0.98 0.321
H -0.59 -0.56 -1.60 0.422
```

Results
**Relative energy (zero: lowest compared OMol25 entry of this formula, charge and spin)**: 1.270 eV
**Total charge**: +1
**Kohn-Sham gap**: 0.3835 hartree
**Lowest unoccupied orbital energy**: -3.14 eV
**E**: -821.32996 a.u.



Density functional theory data (ωB97M-V/def2-TZVPD) for a gas-phase ion, C5H7N4O6 (charge +1).

Geometry as XYZ:
```
22
Properties=species:S:1:pos:R:3:mulliken_charge:R:1
C 1.96 0.36 0.11 -0.441
H 2.06 1.65 -1.73 0.331
N 0.53 0.26 0.09 0.323
H -2.28 -0.97 0.88 0.300
O 1.40 -2.99 -0.54 -0.444
H 3.56 0.93 -1.01 0.348
C -0.26 -0.71 0.55 0.190
C 2.50 0.74 -1.30 -1.052
H 0.18 2.23 -0.77 0.412
C -0.30 1.31 -0.31 -0.099
H 2.35 1.09 0.86 0.296
H 2.50 0.03 -2.09 0.342
H 2.41 -0.57 0.31 0.275
N -1.56 -0.43 0.45 0.068
O -4.78 2.22 0.30 -0.416
O 0.26 -2.03 1.14 -0.404
N -4.04 1.34 0.48 1.158
O -4.11 0.37 1.13 -0.490
C -1.57 0.87 -0.02 -0.030
O -2.64 1.61 -0.22 -0.408
O 0.89 -4.08 1.20 -0.448
N 0.95 -3.22 0.48 1.188
```

Results
**Relative energy (zero: lowest compared OMol25 entry of this formula, charge and spin)**: 0.111 eV
**Total charge**: +1
**Kohn-Sham gap**: 0.3515 hartree
**Lowest unoccupied orbital energy**: -4.04 eV
**SMILES**: CCn1cc(O[N+](=O)[O-])[nH+]c1O[N+](=O)[O-]
**E**: -864.60052 a.u.



Density functional theory data (ωB97M-V/def2-TZVPD) for 14 unconnected molecules or ions with the total composition C51H107NO37.

Geometry as XYZ:
```
196
Properties=species:S:1:pos:R:3:mulliken_charge:R:1
H 7.67 3.15 -20.18 0.264
C 17.95 3.31 -22.20 -1.070
O 15.06 -2.14 -24.48 -0.254
H 10.96 6.72 -26.78 -0.229
H 13.36 2.90 -25.21 -0.173
H 15.01 0.58 -22.53 -0.041
H 13.68 7.15 -23.85 0.332
H 6.82 6.89 -24.29 0.020
H 17.57 5.56 -18.31 0.432
H 5.17 6.58 -24.03 0.287
C 14.68 -3.36 -24.59 0.779
H 9.75 3.39 -23.34 0.400
H 19.00 6.72 -27.59 0.213
C 16.73 3.42 -25.63 -0.193
O 12.61 6.08 -17.09 -0.622
H 9.03 5.75 -19.35 0.203
O 13.36 1.62 -26.30 -0.678
O 11.90 5.80 -19.26 0.232
C 15.53 5.36 -29.81 0.352
C 17.78 10.41 -27.04 -0.087
C 15.62 8.79 -22.42 0.272
C 17.12 12.17 -22.04 -1.299
C 12.37 7.04 -19.70 -0.972
H 5.55 -2.90 -21.82 0.278
C 7.12 5.75 -22.03 0.670
H 10.17 3.31 -16.36 0.300
H 16.47 -0.15 -23.37 0.410
H 15.32 4.79 -19.04 0.050
C 9.26 0.41 -26.48 0.333
O 7.52 -2.56 -21.88 -0.378
C 15.72 9.28 -26.90 0.751
N 13.36 3.59 -24.46 4.694
H 14.67 -5.76 -25.32 0.351
H 11.18 -2.46 -22.86 0.550
O 13.39 2.43 -28.46 -0.395
H 11.96 3.46 -27.38 0.240
H 13.16 6.31 -21.57 -0.472
O 15.99 4.06 -29.43 0.197
H 7.36 4.15 -18.69 0.383
O 12.06 5.74 -25.32 -0.970
H 15.21 0.62 -24.26 -0.229
H 6.40 -3.83 -23.12 0.277
H 15.02 -1.89 -22.44 0.607
H 9.71 -0.58 -26.59 0.329
C 12.07 4.15 -29.42 -1.482
H 17.17 6.10 -30.92 0.410
C 7.05 -0.28 -27.20 0.712
H 12.32 -2.63 -20.79 0.406
H 16.86 10.61 -20.72 0.294
H 14.26 4.02 -24.40 -0.460
H 11.03 8.58 -25.00 0.250
H 10.37 1.90 -23.78 -0.092
O 14.61 4.01 -21.55 0.541
H 13.37 7.34 -19.37 0.364
H 5.43 -4.04 -27.25 0.379
O 16.55 3.12 -22.20 0.140
O 12.39 1.84 -22.45 -0.965
H 15.35 11.18 -21.17 0.344
C 5.95 -3.12 -27.52 -1.327
H 11.92 3.32 -16.24 0.317
H 18.14 2.01 -27.51 0.216
O 8.04 0.54 -27.25 -0.316
H 14.89 6.29 -22.83 -0.381
H 15.23 6.08 -20.27 -0.378
O 7.20 4.73 -22.71 -0.534
H 16.86 0.77 -27.36 0.051
H 18.15 11.85 -22.21 0.310
H 13.07 3.21 -23.57 -0.461
C 14.12 -0.79 -27.35 -0.705
O 17.78 4.00 -26.26 -0.406
C 16.59 6.39 -30.05 -1.220
C 15.90 5.44 -19.69 0.966
C 12.00 5.48 -17.96 0.383
H 9.72 4.56 -26.26 0.093
C 10.91 6.41 -25.74 0.679
H 13.69 7.71 -26.37 0.126
H 10.28 7.50 -23.89 0.156
H 6.13 -2.03 -23.20 0.266
H 17.65 9.96 -24.97 0.000
C 15.83 3.89 -21.46 0.126
H 5.32 -2.56 -28.22 0.352
H 16.83 12.58 -23.01 0.291
H 12.72 4.72 -30.08 0.190
H 8.43 0.69 -22.52 0.161
C 10.90 -1.67 -22.16 0.227
H 13.83 1.30 -20.20 0.162
H 7.72 2.23 -22.33 0.178
O 16.29 8.17 -26.63 -0.271
H 19.32 10.40 -25.48 0.362
C 13.16 1.95 -19.63 -0.194
H 14.43 -0.55 -26.33 0.086
O 15.85 4.03 -24.95 -0.262
H 17.31 12.90 -21.25 0.394
H 16.10 7.34 -30.29 0.418
C 17.93 5.45 -26.21 0.954
H 13.27 4.57 -27.79 -0.392
H 6.85 -3.12 -25.60 0.069
H 13.13 1.60 -18.60 0.465
H 15.03 6.19 -24.52 -0.192
H 11.38 -1.25 -20.03 0.383
O 16.23 9.99 -22.62 -0.152
C 8.40 1.68 -22.98 -1.486
H 16.25 6.66 -18.01 0.434
C 11.62 2.08 -21.49 0.346
H 18.48 3.23 -21.25 0.418
C 13.59 1.48 -27.53 0.500
O 15.65 8.05 -23.57 0.084
H 18.24 11.22 -27.61 0.388
H 12.85 4.40 -24.78 0.456
C 18.26 10.62 -25.59 -0.710
C 13.67 8.33 -27.27 -0.316
O 9.55 -1.85 -21.69 -0.297
H 18.17 9.45 -27.37 -0.008
C 19.13 5.77 -27.07 -1.629
H 19.99 5.77 -26.40 0.465
C 16.86 6.22 -18.80 -1.806
O 14.94 -3.72 -25.85 -0.271
C 6.34 -2.90 -22.57 -0.614
H 12.55 -0.89 -21.06 -0.074
C 11.06 3.93 -16.50 -1.001
H 8.85 3.31 -18.96 0.179
C 16.33 10.97 -21.60 -0.242
H 17.00 5.85 -26.62 -0.297
H 14.01 7.78 -28.15 0.115
H 18.50 2.54 -22.74 0.262
H 8.75 6.09 -26.32 0.531
C 8.64 5.12 -20.15 0.847
C 6.28 -2.42 -26.23 0.104
H 9.32 5.33 -24.87 -0.014
H 12.39 7.90 -21.68 0.514
O 14.44 9.49 -27.10 -0.432
C 9.61 5.58 -25.89 -1.278
H 9.45 4.86 -20.84 -0.265
H 12.66 8.67 -27.52 0.240
O 14.02 0.38 -28.14 -0.371
H 11.21 4.81 -29.28 0.351
H 18.17 4.26 -22.68 0.323
H 11.14 4.68 -15.71 0.381
C 8.07 3.87 -19.47 -1.194
O 5.99 -0.09 -27.83 -0.670
C 17.53 1.44 -26.82 -0.651
O 6.35 6.82 -22.32 -0.359
H 8.04 1.63 -24.01 0.551
C 12.34 6.92 -21.20 0.096
C 8.61 -2.36 -22.60 0.790
H 10.08 1.09 -26.74 -0.115
H 18.17 5.72 -25.18 0.196
C 10.44 7.67 -24.96 -1.446
H 15.86 0.45 -31.12 0.298
C 14.73 6.88 -23.73 0.042
C 14.70 -1.36 -23.33 -0.206
H 19.43 4.96 -27.73 0.362
H 17.20 6.53 -29.16 0.029
O 11.11 4.49 -17.76 0.053
O 14.28 -4.07 -23.65 -0.638
H 15.52 -5.30 -26.81 0.256
H 5.41 -2.07 -25.69 0.276
H 18.02 11.65 -25.34 0.291
O 7.63 6.00 -20.74 -0.408
C 14.66 -5.09 -26.18 -0.757
H 18.28 0.85 -26.28 0.274
H 14.68 -1.63 -27.77 0.303
H 13.62 -1.21 -23.30 -0.136
H 16.99 -0.07 -29.84 0.301
H 6.78 -3.41 -28.16 0.346
O 11.86 2.03 -20.11 -0.386
O 16.66 2.13 -25.91 0.194
H 13.77 -5.07 -26.80 0.278
O 16.62 4.69 -20.68 -0.438
H 13.12 -1.21 -27.26 0.405
H 11.74 3.33 -30.05 0.405
C 9.80 2.37 -22.98 0.436
O 16.14 3.21 -31.57 -0.622
C 12.71 3.70 -28.14 0.777
H 17.37 7.06 -19.27 0.354
H 10.91 -0.68 -22.63 -0.150
H 11.72 7.86 -19.40 0.478
C 15.39 0.01 -23.38 -0.297
H 13.66 2.92 -19.62 -0.377
H 17.35 0.93 -31.31 0.374
O 16.41 1.94 -29.74 -0.019
H 5.73 8.25 -23.65 0.232
O 16.37 10.39 -27.14 -0.446
C 5.99 7.19 -23.65 -0.316
C 16.18 3.07 -30.36 0.474
H 8.96 0.52 -25.44 -0.326
C 11.81 -1.68 -20.94 -0.940
H 14.85 5.36 -30.66 0.422
O 8.75 -2.78 -23.76 -0.614
H 11.41 6.45 -21.50 0.118
O 15.01 8.54 -21.37 -0.576
H 9.58 8.08 -25.50 0.494
C 16.68 0.76 -30.47 -0.924
O 10.33 2.30 -21.66 -0.259
H 15.02 5.72 -28.92 -0.408
O 7.21 -1.26 -26.37 -0.233
```

Results
**Total charge**: 0
**Kohn-Sham gap**: 0.2596 hartree
**Lowest unoccupied orbital energy**: 0.23 eV
**E**: -4846.00999 a.u.



Density functional theory data (ωB97M-V/def2-TZVPD) for a single C5H10O3 molecule.

Geometry as XYZ:
```
18
Properties=species:S:1:pos:R:3:mulliken_charge:R:1
H 1.45 -1.44 0.92 0.387
H -0.70 1.89 -1.17 0.396
C -0.30 1.09 0.88 -0.119
H -0.56 -0.37 2.46 0.369
O 0.29 -1.39 0.87 -0.624
H -2.14 -0.18 -0.58 0.252
O 1.04 0.72 -1.22 -0.596
H 1.15 1.33 2.65 0.281
H -1.34 1.55 1.09 0.305
H 1.01 -0.21 -1.33 0.428
O -0.66 -1.46 -1.52 -0.572
C 0.94 0.95 1.65 -0.700
H -0.43 -1.98 -0.72 0.376
H -1.40 0.21 -2.26 0.357
C -1.21 -0.24 -1.28 -0.434
C -0.22 0.92 -0.74 -0.150
C 0.08 -0.18 1.64 -0.170
H 1.86 1.05 1.00 0.214
```

Results
**Relative energy (zero: lowest compared OMol25 entry of this formula, charge and spin)**: 3.988 eV
**Total charge**: 0
**Kohn-Sham gap**: 0.3616 hartree
**Lowest unoccupied orbital energy**: 0.52 eV
**SMILES**: OC[C@H](O)[C@@H]1C[C@@H]1O
**E**: -422.11002 a.u.



Density functional theory data (ωB97M-V/def2-TZVPD) for a molecular structure, CBr3IO2S.

Geometry as XYZ:
```
8
Properties=species:S:1:pos:R:3:mulliken_charge:R:1
S -1.89 -0.48 0.74 0.578
I 1.18 -1.36 -0.44 0.573
Br -0.87 -3.01 0.50 -0.448
Br 3.02 1.17 0.81 0.077
O -2.08 -0.10 -0.58 -0.335
C 2.16 0.44 -0.73 -0.115
O -0.67 0.15 1.24 -0.440
Br 1.49 1.56 -2.05 0.109
```

Results
**Relative energy (zero: lowest compared OMol25 entry of this formula, charge and spin)**: 0.379 eV
**Total charge**: 0
**Kohn-Sham gap (alpha / beta)**: 0.2385 / 0.2384 hartree
**Lowest unoccupied orbital energy (alpha / beta)**: -2.99 / -2.99 eV
**E**: -8606.40234 a.u.



Look up the E of the third one. -4846.00999 a.u.